Below is the molecule H3O3PS in a non-equilibrium geometry, with properties calculated with ωB97M-V/def2-TZVPD.

```
8
Properties=species:S:1:pos:R:3
S 1.01856 -0.07747 -1.10849
P -0.77891 -0.37644 0.12539
O -0.42646 0.50738 1.41735
O -1.96662 0.43473 -0.62765
O 1.84553 -0.91465 0.10313
H -0.17527 1.49964 1.56815
H 2.74002 -0.84919 -0.17357
H -2.25686 -0.22399 -1.30430
```

Computed properties:
M: 114.06 u
SMILES: OSP(O)O
total energy: -26315.1518 eV
HOMO level: -8.51 eV
HOMO-LUMO gap: 0.321 hartree